29
Properties=species:S:1:pos:R:3 method="wB97M-V/def2-TZVPD" e_homo_ev=-5.093 orbital_gap_ha=0.269 relative_energy_kj_mol=37.98 total_charge=-1 energy_ev=-87231.0364
Na -1.802 1.091 -0.437
Cl -2.167 1.280 3.340
C -2.136 -0.217 2.492
C -2.706 -0.227 1.224
C -2.612 -1.461 0.597
Cl -3.214 -1.562 -1.017
C -2.056 -2.605 1.154
Cl -2.050 -4.126 0.323
C -1.507 -2.521 2.427
Cl -0.778 -3.905 3.156
C -1.537 -1.308 3.106
Cl -0.849 -1.197 4.692
N -5.325 1.352 0.127
C -4.485 1.823 -0.511
H -5.919 0.852 0.752
O 0.198 1.074 0.224
C 0.502 1.217 -0.975
O -0.306 1.522 -1.876
C 1.959 1.011 -1.351
C 2.911 0.952 -0.344
C 4.247 0.776 -0.647
C 4.648 0.647 -1.966
C 3.706 0.720 -2.980
C 2.368 0.906 -2.673
H 2.592 1.052 0.681
H 4.977 0.751 0.149
H 5.692 0.488 -2.198
H 4.022 0.639 -4.012
H 1.629 0.977 -3.455

109
Properties=species:S:1:pos:R:3 method="wB97M-V/def2-TZVPD" e_homo_ev=-4.117 orbital_gap_ha=0.211 relative_energy_kj_mol=0.00 total_charge=-1 energy_ev=-80805.1031
C 3.413 0.964 0.082
C 3.001 2.402 0.148
O 3.165 3.102 1.135
O 2.453 2.846 -0.996
C 1.596 4.001 -0.875
C 0.292 3.666 -0.183
C -0.566 2.717 -1.049
C -1.849 2.241 -0.343
P -2.192 0.332 -0.209
C -0.345 -0.106 0.217
C -1.887 0.227 -2.133
C -4.081 0.707 -0.518
C -2.714 -1.588 -0.146
C -1.699 -2.711 -0.008
C -2.390 -4.054 0.333
I -0.652 -3.180 -1.855
C -2.457 0.344 1.750
C -1.677 1.279 2.651
F -3.824 0.501 2.162
H 3.600 0.630 -0.937
H 4.308 0.830 0.686
H 2.596 0.352 0.473
H 2.114 4.822 -0.388
H 1.384 4.309 -1.901
H -0.254 4.566 0.087
H 0.505 3.115 0.740
H 0.098 1.899 -1.331
H -0.794 3.281 -1.963
H -1.989 2.874 0.538
H -2.653 2.598 -0.991
H -0.251 -0.711 1.123
H 0.184 -0.602 -0.596
H 0.236 0.791 0.464
H -2.315 1.092 -2.648
H -0.827 0.206 -2.412
H -2.330 -0.657 -2.596
H -4.412 1.627 -0.029
H -4.284 0.826 -1.586
H -4.730 -0.091 -0.170
H -3.365 -1.840 -0.992
H -3.380 -1.717 0.716
H -0.975 -2.575 0.789
H -3.037 -3.873 1.192
H -2.941 -4.435 -0.523
H -1.622 -4.772 0.623
H -2.213 -0.675 2.076
H -1.697 0.891 3.677
H -0.637 1.464 2.400
H -2.168 2.250 2.705
O 2.247 -2.482 0.418
H 1.724 -2.678 -0.374
H 2.956 -3.131 0.411
O 2.336 0.483 -3.743
H 2.892 1.127 -4.195
H 1.800 1.024 -3.148
O 0.312 1.619 -5.802
H 0.455 1.156 -4.969
H 1.000 1.276 -6.384
O -1.758 4.576 1.992
H -2.608 4.774 2.399
H -1.132 5.078 2.520
O 5.050 -2.424 0.656
H 5.651 -1.856 0.166
H 4.520 -1.814 1.181
O -0.830 4.440 4.720
H 0.112 4.376 4.908
H -1.252 4.383 5.581
O -6.933 -1.060 0.233
H -7.856 -1.326 0.207
H -6.716 -1.010 1.169
O 3.565 6.905 -1.259
H 3.586 6.363 -0.464
H 4.120 6.429 -1.882
O 3.621 -4.599 2.730
H 4.223 -4.026 2.240
H 3.104 -3.983 3.261
O 1.325 -6.259 4.194
H 1.902 -5.669 3.698
H 0.767 -5.667 4.708
O 0.634 4.582 -5.566
H -0.208 4.986 -5.343
H 0.453 3.630 -5.570
O 5.344 -0.552 -3.761
H 4.469 -0.235 -3.500
H 5.761 0.206 -4.178
O -5.645 3.495 1.826
H -6.216 3.561 1.056
H -5.034 2.780 1.597
O -4.232 4.550 -1.072
H -3.581 5.158 -1.433
H -4.636 5.040 -0.349
O 3.292 -8.570 4.262
H 2.426 -8.195 4.470
H 3.713 -7.864 3.763
O 1.079 -4.144 -4.938
H 1.993 -3.916 -4.746
H 0.670 -4.221 -4.068
O 1.832 -0.103 3.245
H 2.159 0.772 3.011
H 2.138 -0.670 2.528
O 1.543 -10.666 5.691
H 2.081 -10.046 5.184
H 0.970 -10.114 6.229
O 2.883 1.951 -7.491
H 3.052 2.838 -7.820
H 3.341 1.365 -8.101
O -1.064 -4.241 3.251
H -1.866 -3.784 3.522
H -1.327 -5.162 3.154

33
Properties=species:S:1:pos:R:3 method="wB97M-V/def2-TZVPD" e_homo_ev="-14.560 / -14.569" orbital_gap_ha="0.155 / 0.196" relative_energy_kj_mol=99.75 multiplicity=2 total_charge=+2 s_squared=1.1936 energy_ev=-51400.3312
Re -0.223 0.200 0.267
F 5.878 2.669 -0.964
C 4.647 2.592 -0.548
C 4.013 1.333 -0.538
F 4.658 0.263 -0.936
C 2.722 1.297 -0.096
F 2.042 0.091 -0.036
C 2.007 2.414 0.341
S 0.433 2.219 1.008
C 2.673 3.651 0.326
F 2.038 4.725 0.736
C 3.983 3.742 -0.120
F 4.602 4.896 -0.144
O -4.122 -0.661 0.412
C -3.059 -0.623 0.885
O -1.964 -0.075 0.003
C -2.526 -1.041 2.181
C -1.225 -0.788 2.605
C -0.707 -1.199 3.826
C -1.598 -1.885 4.632
O -1.377 -2.383 5.845
C -2.608 -3.004 6.278
O -3.549 -2.816 5.211
C -2.919 -2.143 4.240
C -3.413 -1.734 3.029
H -0.459 -0.153 2.072
H 0.302 -0.987 4.143
H -2.966 -2.495 7.171
H -2.433 -4.068 6.425
H -4.429 -1.932 2.716
O 0.016 0.615 -1.782
H 0.138 -0.103 -2.424
H -0.584 1.264 -2.185

41
Properties=species:S:1:pos:R:3 method="wB97M-V/def2-TZVPD" e_homo_ev="-12.254 / -13.164" orbital_gap_ha="0.292 / 0.203" relative_energy_kj_mol=197.89 multiplicity=5 total_charge=+1 s_squared=6.0385 energy_ev=-97268.8230
Rh -0.063 -0.505 -0.161
F 4.373 -1.541 2.344
C 4.722 -1.060 1.164
F 4.978 0.236 1.286
F 5.801 -1.682 0.740
S 3.267 -1.231 -0.025
O 2.136 -0.718 0.747
O 3.587 -0.498 -1.199
N 3.120 -2.793 -0.230
S 1.646 -3.290 -0.372
O 1.495 -4.609 -0.844
O 0.782 -2.306 -1.040
C 1.075 -3.360 1.460
F 0.189 -4.334 1.629
F 0.497 -2.230 1.921
F 2.143 -3.602 2.196
F 3.462 3.591 -0.754
C 2.194 3.257 -0.600
C 1.805 1.929 -0.783
C 0.488 1.582 -0.574
C -0.494 2.570 -0.321
C -0.057 3.903 -0.160
F -0.935 4.875 0.094
C 1.273 4.252 -0.274
C -1.881 2.126 -0.353
C -2.998 2.967 -0.266
C -4.269 2.429 -0.382
C -4.408 1.078 -0.652
C -3.254 0.308 -0.766
N -2.047 0.803 -0.563
H 2.551 1.212 -1.096
H 1.580 5.279 -0.141
H -2.887 4.026 -0.116
H -5.136 3.064 -0.288
H -5.377 0.624 -0.783
H -3.330 -0.728 -1.065
Cl -3.767 -3.169 -1.551
C -3.298 -3.198 0.150
Cl -1.773 -2.286 0.432
H -3.103 -4.230 0.447
H -4.082 -2.742 0.753

45
Properties=species:S:1:pos:R:3 method="wB97M-V/def2-TZVPD" e_homo_ev="-2.525 / -2.530" orbital_gap_ha="0.198 / 0.198" relative_energy_kj_mol=374.48 multiplicity=4 total_charge=-2 s_squared=3.7906 energy_ev=-85310.3728
Cr -1.875 0.927 -1.567
N -1.648 3.472 -0.468
O -0.810 2.579 -0.363
O -1.501 4.614 -0.105
O -2.537 2.965 -1.194
N 0.431 0.981 -3.823
O 1.598 1.115 -3.604
O -0.395 1.318 -2.939
O 0.049 0.404 -4.830
N -3.776 -0.020 0.097
O -3.998 0.289 -1.057
O -2.631 0.286 0.262
O -4.432 -0.613 0.917
N -1.220 -2.065 -2.827
O -0.432 -2.737 -2.217
O -1.461 -2.299 -4.006
O -1.718 -1.082 -2.338
N -3.422 1.192 -4.575
O -3.210 0.188 -5.284
O -3.041 1.237 -3.399
O -4.078 2.082 -5.137
C -0.497 0.038 4.976
C -1.104 0.844 4.015
C -0.688 0.729 2.645
C 0.282 -0.189 2.204
C 0.821 -1.058 3.238
C 0.390 -0.932 4.534
C 2.009 -1.863 2.891
O 2.487 -2.611 3.683
C 2.758 -1.563 1.565
C 4.149 -1.886 1.478
C 4.777 -1.528 0.273
C 4.119 -0.818 -0.669
C 2.867 -0.387 -0.496
C 2.146 -0.801 0.533
C 0.745 -0.284 0.755
O 0.063 0.180 -0.212
H -0.688 0.265 6.015
H -1.932 1.494 4.258
H -1.277 1.337 1.975
H 0.977 -1.325 5.351
H 4.811 -2.383 2.171
H 5.814 -1.784 0.113
H 4.625 -0.582 -1.594
H 2.456 0.274 -1.245

37
Properties=species:S:1:pos:R:3 method="wB97M-V/def2-TZVPD" e_homo_ev="-2.339 / -2.205" orbital_gap_ha="0.244 / 0.192" relative_energy_kj_mol=0.00 multiplicity=6 total_charge=-2 s_squared=8.7930 energy_ev=-345630.3025
Fe 0.772 -0.798 0.430
F -1.189 -7.189 1.359
C -0.554 -6.083 0.870
F 0.680 -6.120 1.395
F -0.429 -6.305 -0.452
C -1.310 -4.828 1.192
C -2.482 -4.928 1.921
C -3.206 -3.789 2.234
C -2.698 -2.580 1.774
N -1.589 -2.470 1.068
C -0.852 -3.555 0.764
S 0.608 -3.265 -0.131
H -2.823 -5.900 2.248
H -4.118 -3.835 2.812
H -3.205 -1.642 1.984
Se 5.290 -0.394 1.183
Sb 3.010 0.305 0.912
Se 2.172 -0.130 -1.448
Se 1.496 -0.701 2.728
Se 3.228 2.792 1.266
O -2.292 2.101 0.758
C -1.286 1.644 0.209
O -0.788 0.490 0.381
C -0.560 2.552 -0.761
C -0.509 2.288 -2.122
C 0.218 3.098 -3.000
C 0.906 4.147 -2.447
O 1.710 5.082 -3.080
C 2.310 5.820 -2.020
O 1.597 5.548 -0.819
C 0.849 4.420 -1.101
C 0.116 3.658 -0.229
H -1.017 1.411 -2.502
H 0.278 2.881 -4.059
H 2.240 6.886 -2.241
H 3.354 5.509 -1.903
H 0.070 3.880 0.828

28
Properties=species:S:1:pos:R:3 method="wB97M-V/def2-TZVPD" e_homo_ev=-4.322 orbital_gap_ha=0.253 relative_energy_kj_mol=0.00 total_charge=-1 energy_ev=-51452.0405
K -1.140 -1.175 -0.679
S 0.493 -3.740 -0.103
C -0.835 -4.460 -0.930
C -0.847 -5.868 -1.110
C -1.891 -6.472 -1.766
C -2.938 -5.686 -2.252
C -2.861 -4.327 -2.040
N -1.857 -3.716 -1.405
H -0.020 -6.444 -0.720
H -1.898 -7.548 -1.903
H -3.782 -6.114 -2.776
H -3.652 -3.674 -2.400
F 3.289 4.717 3.524
C 3.179 4.987 2.198
F 4.391 4.685 1.668
F 3.043 6.326 2.095
C 2.069 4.235 1.552
C 2.105 2.842 1.549
C 1.084 2.122 0.967
C -0.014 2.765 0.363
C -0.025 4.169 0.381
C 0.998 4.894 0.964
C -1.077 2.043 -0.243
C -1.982 1.415 -0.800
H 2.939 2.325 2.007
H 1.123 1.040 0.973
H -0.857 4.685 -0.076
H 0.964 5.975 0.963

41
Properties=species:S:1:pos:R:3 method="wB97M-V/def2-TZVPD" e_homo_ev="-16.785 / -16.760" orbital_gap_ha="0.227 / 0.222" multiplicity=2 total_charge=+2 s_squared=0.8013 energy_ev=-102168.8474
Mn 0.290 0.061 0.261
O -0.416 -2.903 -2.357
C 0.017 -2.192 -1.515
N -0.539 -0.914 -1.097
C -1.741 -0.447 -1.763
O -2.322 -1.012 -2.629
C -2.148 0.855 -1.186
C -3.274 1.501 -1.652
C -3.621 2.717 -1.077
C -2.827 3.219 -0.063
C -1.710 2.504 0.350
N -1.371 1.337 -0.207
C 1.234 -2.488 -0.712
C 1.973 -3.633 -0.904
C 3.100 -3.831 -0.112
C 3.424 -2.876 0.838
C 2.623 -1.753 0.969
N 1.545 -1.558 0.203
H -3.852 1.047 -2.445
H -4.496 3.255 -1.416
H -3.053 4.159 0.420
H -1.096 2.894 1.143
H 1.663 -4.345 -1.657
H 3.709 -4.715 -0.241
H 4.287 -2.993 1.478
H 2.857 -0.997 1.703
F 3.815 2.568 2.094
C 3.613 2.183 0.856
F 4.072 0.955 0.657
F 4.098 3.018 -0.009
S 1.746 2.078 0.681
O 1.439 1.339 -0.589
O 1.119 3.326 0.866
N 1.398 0.933 1.747
S 0.145 0.687 2.714
O -0.592 -0.345 1.906
O -0.578 1.824 3.121
C 0.953 -0.245 4.147
F 1.120 -1.487 3.725
F 2.113 0.340 4.353
F 0.188 -0.186 5.190

Repeat the eighth record exactly.
41
Properties=species:S:1:pos:R:3 method="wB97M-V/def2-TZVPD" e_homo_ev="-16.785 / -16.760" orbital_gap_ha="0.227 / 0.222" multiplicity=2 total_charge=+2 s_squared=0.8013 energy_ev=-102168.8474
Mn 0.290 0.061 0.261
O -0.416 -2.903 -2.357
C 0.017 -2.192 -1.515
N -0.539 -0.914 -1.097
C -1.741 -0.447 -1.763
O -2.322 -1.012 -2.629
C -2.148 0.855 -1.186
C -3.274 1.501 -1.652
C -3.621 2.717 -1.077
C -2.827 3.219 -0.063
C -1.710 2.504 0.350
N -1.371 1.337 -0.207
C 1.234 -2.488 -0.712
C 1.973 -3.633 -0.904
C 3.100 -3.831 -0.112
C 3.424 -2.876 0.838
C 2.623 -1.753 0.969
N 1.545 -1.558 0.203
H -3.852 1.047 -2.445
H -4.496 3.255 -1.416
H -3.053 4.159 0.420
H -1.096 2.894 1.143
H 1.663 -4.345 -1.657
H 3.709 -4.715 -0.241
H 4.287 -2.993 1.478
H 2.857 -0.997 1.703
F 3.815 2.568 2.094
C 3.613 2.183 0.856
F 4.072 0.955 0.657
F 4.098 3.018 -0.009
S 1.746 2.078 0.681
O 1.439 1.339 -0.589
O 1.119 3.326 0.866
N 1.398 0.933 1.747
S 0.145 0.687 2.714
O -0.592 -0.345 1.906
O -0.578 1.824 3.121
C 0.953 -0.245 4.147
F 1.120 -1.487 3.725
F 2.113 0.340 4.353
F 0.188 -0.186 5.190

What did the sixth record say?
37
Properties=species:S:1:pos:R:3 method="wB97M-V/def2-TZVPD" e_homo_ev="-2.339 / -2.205" orbital_gap_ha="0.244 / 0.192" relative_energy_kj_mol=0.00 multiplicity=6 total_charge=-2 s_squared=8.7930 energy_ev=-345630.3025
Fe 0.772 -0.798 0.430
F -1.189 -7.189 1.359
C -0.554 -6.083 0.870
F 0.680 -6.120 1.395
F -0.429 -6.305 -0.452
C -1.310 -4.828 1.192
C -2.482 -4.928 1.921
C -3.206 -3.789 2.234
C -2.698 -2.580 1.774
N -1.589 -2.470 1.068
C -0.852 -3.555 0.764
S 0.608 -3.265 -0.131
H -2.823 -5.900 2.248
H -4.118 -3.835 2.812
H -3.205 -1.642 1.984
Se 5.290 -0.394 1.183
Sb 3.010 0.305 0.912
Se 2.172 -0.130 -1.448
Se 1.496 -0.701 2.728
Se 3.228 2.792 1.266
O -2.292 2.101 0.758
C -1.286 1.644 0.209
O -0.788 0.490 0.381
C -0.560 2.552 -0.761
C -0.509 2.288 -2.122
C 0.218 3.098 -3.000
C 0.906 4.147 -2.447
O 1.710 5.082 -3.080
C 2.310 5.820 -2.020
O 1.597 5.548 -0.819
C 0.849 4.420 -1.101
C 0.116 3.658 -0.229
H -1.017 1.411 -2.502
H 0.278 2.881 -4.059
H 2.240 6.886 -2.241
H 3.354 5.509 -1.903
H 0.070 3.880 0.828